[1]
Formula: C3H9S2
Source: OMol25
Level of theory: ωB97M-V/def2-TZVPD

orbital gap (alpha / beta)	9.98 / 6.95	eV
highest occupied orbital energy (alpha / beta)	-9.10 / -9.00	eV
multiplicity	2
lowest unoccupied orbital energy (alpha / beta)	0.879 / -2.054	eV
ΔE to the lowest compared entry with this formula, charge and spin	6.24	kcal per mole

Element x y z (Å)
C 0.33 -2.13 -0.52
S -1.04 -2.17 0.68
H 0.55 -1.08 -0.77
H -0.02 -2.47 -1.50
H 1.24 -2.68 -0.29
C -0.61 1.57 -0.49
C 0.48 1.40 0.54
S -0.12 0.85 2.19
H -1.34 0.77 -0.47
H -1.10 2.54 -0.41
H -0.15 1.57 -1.48
H 0.98 2.37 0.65
H 1.33 0.79 0.21
H -0.54 -1.32 1.67


[2]
Formula: C3HAgFO2
Source: OMol25
Level of theory: ωB97M-V/def2-TZVPD

orbital gap (alpha / beta)	5.03 / 7.39	eV
highest occupied orbital energy (alpha / beta)	-6.82 / -8.92	eV
multiplicity	2
lowest unoccupied orbital energy (alpha / beta)	-1.792 / -1.529	eV
ΔE to the lowest compared entry with this formula, charge and spin	45.31	kcal per mole

Element x y z (Å)
C -0.13 0.32 1.51
C 0.99 -0.40 1.19
O 1.47 -0.28 -0.12
C 0.89 0.35 -1.05
O -0.91 0.87 0.72
F -0.09 0.84 2.80
H 1.66 -0.93 1.86
Ag -0.19 0.51 -3.54


[3]
Formula: C3HAlO3
Source: OMol25
Level of theory: ωB97M-V/def2-TZVPD

orbital gap (alpha / beta)	9.02 / 5.61	eV
net charge	+2
highest occupied orbital energy (alpha / beta)	-20.60 / -18.42	eV
lowest unoccupied orbital energy (alpha / beta)	-11.582 / -12.802	eV
ΔE to the lowest compared entry with this formula, charge and spin	2.29	kcal per mole

Element x y z (Å)
H -0.54 1.58 1.75
O 2.32 0.46 1.91
C 1.21 0.55 1.53
C -0.05 0.77 1.18
O -0.80 0.06 0.34
C -0.66 -1.18 -2.54
O -0.61 -1.04 -3.65
Al -0.86 -1.21 -0.51


[4]
Formula: C3HB3BrF7GdO3
Source: OMol25
Level of theory: ωB97M-V/def2-TZVPD

orbital gap (alpha / beta)	9.94 / 4.87	eV
net charge	+3
highest occupied orbital energy (alpha / beta)	-22.12 / -19.90	eV
multiplicity	8
lowest unoccupied orbital energy (alpha / beta)	-12.184 / -15.028	eV

Element x y z (Å)
F -2.22 0.18 -0.93
C -1.85 -1.02 -0.62
F -1.26 -1.63 -1.61
F -3.02 -1.78 -0.35
C -0.98 -1.00 0.69
F -1.32 0.06 1.37
F -1.41 -2.12 1.51
C 0.56 -1.04 0.54
F 1.00 -1.25 1.80
F 0.83 -2.15 -0.20
B 1.32 0.29 -0.05
O 1.19 0.65 -1.35
B 1.10 2.02 -1.65
O 1.96 2.81 -0.84
B 2.12 2.37 0.40
Br 2.32 3.77 1.86
O 2.12 1.07 0.78
H 0.29 2.47 -2.36
Gd -2.75 -3.70 1.02


[5]
Formula: C3HBrClF3
Source: OMol25
Level of theory: ωB97M-V/def2-TZVPD

orbital gap	10.15	eV
highest occupied orbital energy	-9.61	eV
lowest unoccupied orbital energy	0.540	eV
ΔE to the lowest compared entry with this formula, charge and spin	29.80	kcal per mole

Element x y z (Å)
C 0.64 1.20 0.42
C -0.37 0.71 -0.28
C -0.14 -1.35 -0.19
F 1.07 -1.36 0.31
F -0.30 -2.00 -1.28
F -1.04 -1.85 0.71
Cl 0.90 2.87 0.35
Br -1.96 1.30 -1.06
H 1.20 0.49 1.02


[6]
Formula: C3HBrClN
Source: OMol25
Level of theory: ωB97M-V/def2-TZVPD

orbital gap	9.61	eV
highest occupied orbital energy	-9.57	eV
lowest unoccupied orbital energy	0.041	eV
ΔE to the lowest compared entry with this formula, charge and spin	47.62	kcal per mole

Element x y z (Å)
Cl -1.37 -0.17 -2.80
C -0.75 0.14 -1.22
N 0.36 -0.36 -0.86
C 0.82 -0.05 0.39
C 0.94 0.01 1.57
Br 1.35 -0.07 3.34
H -1.35 0.50 -0.44


[7]
Formula: C3HBrClNOS
Source: OMol25
Level of theory: ωB97M-V/def2-TZVPD

orbital gap (alpha / beta)	7.73 / 7.08	eV
highest occupied orbital energy (alpha / beta)	-9.35 / -9.13	eV
lowest unoccupied orbital energy (alpha / beta)	-1.619 / -2.053	eV
ΔE to the lowest compared entry with this formula, charge and spin	77.23	kcal per mole

Element x y z (Å)
C 1.66 1.91 -0.41
C 2.89 1.97 -0.86
C 1.05 0.56 -0.06
N -0.30 0.40 -0.17
O 1.76 -0.37 0.25
S -1.58 1.36 -0.64
Cl 0.68 3.29 -0.15
Br 4.14 0.72 -1.19
H -0.58 -0.52 0.15


[8]
Formula: C3HBrF3NO
Source: OMol25
Level of theory: ωB97M-V/def2-TZVPD

orbital gap (alpha / beta)	8.17 / 7.89	eV
highest occupied orbital energy (alpha / beta)	-9.10 / -8.56	eV
lowest unoccupied orbital energy (alpha / beta)	-0.937 / -0.673	eV
ΔE to the lowest compared entry with this formula, charge and spin	0.00	kcal per mole

Element x y z (Å)
C 0.57 0.99 -0.21
C -1.49 -0.48 0.98
C 1.29 0.07 -1.21
N -1.39 -0.02 2.09
O 0.80 2.09 0.17
F 2.48 -0.48 -0.77
F 0.56 -1.04 -1.60
F 1.67 0.82 -2.28
Br -2.60 -1.65 -0.09
H -1.87 -0.30 2.93